{
  "formula": "C12H18N4RhS5",
  "method": "ωB97M-V/def2-TZVPD",
  "species": ["S", "S", "C", "C", "H", "N", "H", "H", "H", "N", "H", "H", "N", "S", "H", "H", "C", "H", "C", "H", "C", "H", "C", "C", "S", "H", "H", "H", "H", "S", "Rh", "C", "C", "C", "H", "H", "C", "N", "C", "H"],
  "coordinates": [[-2.873, 1.793, -3.862], [-1.986, -0.439, 1.183], [-1.209, 1.912, -4.068], [-1.504, -2.030, 1.940], [-1.135, -3.086, 0.091], [-1.323, 0.866, -1.986], [2.934, 0.169, 1.483], [-4.587, 0.798, -1.888], [-2.476, 0.464, 3.335], [-3.639, 0.633, -1.578], [4.482, -0.278, -1.218], [-2.134, 1.694, 2.122], [1.377, 0.546, -1.763], [0.876, -1.978, 0.481], [-3.511, 0.161, -0.693], [1.053, -1.842, 2.872], [-0.526, 1.367, -2.984], [-1.037, -1.814, 2.898], [-0.372, 0.855, 3.067], [2.598, -2.161, 2.115], [-2.607, 1.013, -2.300], [3.096, -0.881, -0.393], [2.694, 0.460, -1.855], [0.867, 1.247, -2.844], [0.829, 1.128, 1.726], [-0.304, 1.715, 3.734], [1.652, 2.334, -4.606], [2.449, 0.145, 3.163], [-0.336, -3.781, 1.500], [3.373, 1.320, -3.230], [-0.156, 0.107, -0.262], [-0.624, -2.842, 1.024], [2.109, -0.079, 2.151], [1.820, 1.744, -3.717], [-0.787, 2.351, -4.960], [-2.424, -2.581, 2.139], [1.703, -1.540, 2.055], [3.489, -0.218, -1.042], [-1.784, 0.749, 2.540], [-0.068, -0.024, 3.631]],
  "mulliken_charge": [-0.07, -0.08, -0.43, -0.72, 0.48, -0.22, 0.39, 0.25, 0.49, -0.26, 0.26, 0.45, 0.01, -0.05, 0.06, 0.53, 0.26, 0.36, -0.70, 0.51, 0.52, -0.03, 0.44, 0.13, 0.02, 0.51, 0.41, 0.52, 0.49, -0.06, 0.76, -0.74, -0.52, -0.43, 0.39, 0.55, -0.92, -0.27, -0.74, 0.41],
  "homo_ha": [-0.6031, -0.5969],
  "de_lowest_kcal_mol": 21.1,
  "lumo_energy_ev": [-12.36, -12.86],
  "gap_ev": [4.048, 3.380],
  "charge": 3,
  "total_energy_ev": -75854.823
}

---

{
  "formula": "C23H20O2S",
  "method": "ωB97M-V/def2-TZVPD",
  "species": ["C", "H", "C", "C", "C", "H", "H", "C", "O", "H", "O", "H", "C", "H", "H", "H", "H", "S", "C", "C", "C", "H", "H", "H", "C", "C", "H", "H", "C", "C", "C", "H", "H", "H", "C", "C", "H", "C", "C", "H", "C", "H", "C", "C", "C", "C"],
  "coordinates": [[-3.103, -3.618, -2.300], [5.958, -0.661, 0.117], [-3.053, 0.569, 0.678], [-4.406, -0.055, 0.546], [5.654, -0.063, 0.988], [-5.801, 0.813, 1.987], [-4.636, -0.331, -0.493], [1.901, 0.896, 0.633], [5.778, 2.357, 0.722], [5.712, -0.703, 1.874], [-4.531, 2.287, 1.223], [-2.236, -5.074, -0.943], [-2.054, -4.197, -1.567], [-1.364, -1.078, -3.797], [0.627, -0.804, 0.642], [-2.343, 3.805, 1.553], [-0.024, 2.873, 1.500], [0.979, -1.795, -2.391], [-2.142, 2.772, 1.297], [2.138, 2.277, 0.329], [-0.520, -2.505, -2.413], [6.893, 1.305, 2.149], [7.444, 1.124, 0.453], [-3.664, -2.044, -3.686], [-0.873, 2.249, 1.234], [-0.644, 0.890, 0.836], [0.056, -4.095, -1.073], [3.614, 3.851, 0.166], [-2.855, -2.494, -3.107], [3.029, 0.042, 0.837], [4.489, 1.945, 0.591], [-6.126, 1.308, 0.296], [1.295, 2.912, 0.072], [-1.639, -0.988, 0.303], [6.567, 1.167, 1.109], [0.627, 0.288, 0.699], [-4.522, -0.954, 1.164], [-5.342, 1.068, 1.022], [-3.232, 1.926, 1.048], [-4.106, -4.044, -2.250], [-0.775, -3.666, -1.628], [2.881, -1.020, 1.036], [4.305, 0.555, 0.794], [-1.779, 0.056, 0.589], [-1.583, -1.946, -3.180], [3.408, 2.801, 0.339]],
  "mulliken_charge": [-0.53, 0.24, 0.74, -0.45, -0.66, 0.24, 0.19, 0.49, -0.50, 0.34, -0.50, 0.35, -0.31, 0.37, 0.37, 0.43, 0.76, -0.40, -1.10, -0.66, 0.18, 0.26, 0.29, 0.37, -0.76, 0.74, 0.36, 0.44, -0.33, -0.71, 0.23, 0.31, 0.75, 0.39, -0.37, -0.36, 0.30, -0.37, 0.07, 0.36, -0.57, 0.42, 0.75, -0.56, -0.55, -1.07],
  "homo_ha": -0.2051,
  "lumo_energy_ev": -2.17,
  "gap_ev": 3.411,
  "total_energy_ev": -39102.988
}

---

{
  "formula": "C30H28CaGeN6S2",
  "method": "ωB97M-V/def2-TZVPD",
  "species": ["H", "H", "H", "N", "H", "C", "H", "H", "C", "N", "C", "C", "S", "H", "C", "H", "C", "C", "H", "C", "H", "Ge", "H", "N", "H", "H", "H", "H", "H", "H", "N", "S", "H", "H", "H", "C", "H", "C", "N", "C", "C", "C", "H", "H", "C", "C", "C", "C", "C", "H", "H", "C", "C", "C", "C", "C", "N", "C", "H", "C", "C", "C", "C", "C", "H", "C", "Ca", "H"],
  "coordinates": [[-0.840, -6.012, -2.633], [0.815, 2.524, -4.615], [-2.134, 2.135, 0.271], [-1.235, -1.196, 2.929], [5.724, -6.870, 2.378], [1.005, 2.264, -3.588], [5.283, -6.723, -0.050], [5.668, -0.703, -2.286], [4.384, -5.268, 2.871], [-1.172, -0.491, -2.291], [-3.412, 1.712, 3.355], [-0.829, -3.799, 0.527], [-2.278, -1.041, -4.538], [-2.917, 0.080, 4.629], [-3.207, 2.322, 2.095], [-3.025, -3.073, -2.750], [5.028, -6.134, 1.998], [3.848, -0.693, -3.427], [1.912, -0.881, -4.335], [-1.177, 0.284, -4.473], [2.536, 1.221, 0.401], [1.945, -2.898, 0.363], [2.984, -3.648, 3.060], [-1.660, 0.563, 1.517], [3.510, 2.477, -0.190], [0.966, -2.184, -2.486], [4.578, -5.329, 3.935], [0.416, -1.543, 2.070], [-2.841, -5.936, -1.177], [1.159, -4.706, -2.059], [2.596, 2.057, -0.172], [2.310, 2.982, -2.717], [-4.092, 2.162, 4.070], [3.714, -5.038, -0.920], [2.190, -1.122, 2.103], [2.001, -1.860, -2.424], [-0.834, -3.195, 1.432], [-1.969, -5.341, -0.933], [-2.634, -2.331, -2.193], [-1.963, -4.544, 0.203], [-1.995, -1.335, -2.856], [3.889, -5.103, 0.149], [-2.191, -2.678, -1.350], [-2.832, -4.505, 0.848], [2.531, -1.120, -3.477], [0.370, 1.358, -2.811], [0.285, -4.646, -1.420], [4.093, -1.758, -1.281], [1.371, -1.513, 1.495], [4.719, -2.000, -0.427], [-3.707, 3.234, 1.807], [0.320, -3.848, -0.273], [3.229, -4.232, 1.015], [4.779, -6.051, 0.634], [-0.687, 0.421, -3.222], [-2.332, 1.699, 1.250], [0.858, 1.257, -1.521], [-1.860, -0.068, 2.732], [-1.408, -1.561, 3.860], [4.633, -1.021, -2.326], [-2.765, 0.563, 3.671], [1.906, 2.015, -1.343], [3.490, -4.325, 2.379], [2.763, -2.189, -1.303], [4.268, -0.117, -4.243], [-0.843, -5.386, -1.749], [-0.050, -0.398, -0.013], [-0.938, 0.853, -5.355]],
  "mulliken_charge": [0.43, 0.42, 0.36, -0.49, 0.37, -0.39, 0.40, 0.43, -0.54, 0.16, -0.17, -0.58, -0.25, 0.30, -0.92, 0.34, -0.41, -0.55, 0.43, -0.36, 0.12, 1.69, 0.35, -0.39, 0.27, 0.30, 0.40, 0.29, 0.40, 0.28, -0.46, -0.23, 0.37, 0.24, 0.31, 0.33, 0.29, -0.65, -0.39, -0.58, 0.37, -0.05, -0.06, 0.41, -0.79, -0.63, -0.12, -0.47, -1.46, 0.39, 0.39, 0.51, -0.04, -0.68, -0.25, -0.37, 0.21, 0.31, 0.10, -0.82, -0.93, 0.27, -0.56, 0.02, 0.41, -0.53, 2.03, 0.43],
  "homo_ha": -0.2324,
  "de_lowest_kcal_mol": 0.0,
  "lumo_energy_ev": -0.02,
  "gap_ev": 6.303,
  "total_energy_ev": -137131.872
}